Density functional theory data (ωB97M-V with the def2-TZVPD basis set) for a structure of composition C38H39BaBrN14O5S5.

Calculated values
LUMO: 3.0 eV
multiplicity: 1
charge: -2
strongest force on any atom: 7.27 eV/A

Positions of all 103 atoms, in Å:
Ba1 0.4500 -0.7458 -0.4051
O1 -0.5653 -3.6647 -2.8368
C1 -0.0811 -2.5567 -2.5839
O2 0.9853 -2.3440 -1.9532
C2 -0.8388 -1.2911 -3.0066
O3 -1.7312 -1.3140 -3.8554
O4 -0.4664 -0.2462 -2.3767
N1 -2.8819 -2.2688 -1.1479
C3 -2.0015 -3.1752 -0.6774
N2 -0.9534 -2.9050 0.0256
C4 -0.2695 -4.0307 0.3877
C5 -0.8663 -5.1986 0.0238
S1 -2.3260 -4.8905 -0.8395
C6 1.0411 -3.9065 0.9850
C7 1.7504 -4.9040 1.5820
S2 3.3417 -4.3570 1.9920
C8 2.9157 -2.7857 1.3032
N3 1.7133 -2.7266 0.8640
N4 3.7854 -1.7586 1.3198
H1 -2.5215 -1.3179 -1.0995
H2 -3.2651 -2.4790 -2.0597
H3 -0.5210 -6.2033 0.1563
H4 1.4610 -5.9094 1.8071
H5 4.7691 -1.9678 1.3323
H6 3.4768 -0.9646 0.7720
C9 -0.9254 2.7501 5.1192
C10 -0.4213 1.7260 4.1242
S3 0.1415 2.4016 2.6563
C11 -0.4226 0.3863 4.4215
C12 -0.9967 -0.1134 5.7260
S4 0.1769 -0.8704 3.4138
H7 -0.8171 3.7352 4.6711
H8 -0.3379 2.7239 6.0400
H9 -1.9764 2.5984 5.3759
H10 -1.0241 0.6622 6.4884
H11 -0.3970 -0.9481 6.0850
H12 -2.0147 -0.4804 5.5709
C13 -2.9159 0.7490 1.8916
C14 -3.3407 0.9215 0.4869
N5 -2.5926 0.6584 -0.5506
C15 -3.3072 0.9923 -1.6631
C16 -4.5245 1.4663 -1.2894
N6 -4.5457 1.4294 0.0887
C17 -5.6877 1.7390 0.8939
N7 -6.7526 0.7898 0.7182
N8 -8.0244 1.2093 0.4866
N9 -8.8160 0.2004 0.4594
C18 -8.0988 -0.9338 0.6706
C19 -8.4856 -2.2756 0.7473
C20 -7.4931 -3.2045 0.9858
C21 -6.1563 -2.8344 1.1427
C22 -5.7472 -1.5136 1.0694
C23 -6.7377 -0.5703 0.8413
H13 -2.2307 -0.0942 1.9484
H14 -3.7533 0.5906 2.5692
H15 -2.3528 1.6279 2.2119
H16 -2.8927 0.8494 -2.6419
H17 -5.3696 1.8116 -1.8496
H18 -6.1045 2.7175 0.6254
H19 -5.3710 1.7631 1.9445
H20 -9.5204 -2.5550 0.6199
H21 -7.7476 -4.2540 1.0506
H22 -5.4097 -3.5934 1.3215
H23 -4.7091 -1.2477 1.1729
C24 3.7538 3.4720 -3.3828
N10 2.6278 2.7029 -3.8167
C25 2.5043 1.9856 -4.9852
C26 1.3313 1.3155 -4.9246
N11 0.7201 1.6380 -3.7411
C27 1.5367 2.4545 -3.0375
S5 1.2678 3.1282 -1.5494
H24 4.6174 3.2441 -4.0042
H25 3.9709 3.2246 -2.3426
H26 3.5294 4.5391 -3.4267
H27 3.2561 2.0219 -5.7479
H28 0.8742 0.6424 -5.6234
H29 -0.0017 1.0488 -3.2706
Br1 4.4810 5.1191 1.5394
C28 3.8487 3.4279 2.1402
C29 4.0536 3.0450 3.4531
C30 3.5759 1.8009 3.8304
C31 2.9831 0.9936 2.8699
N12 2.8501 1.3579 1.6049
C32 3.2338 2.5689 1.2454
H30 4.5569 3.6982 4.1524
H31 3.6699 1.4656 4.8516
H32 2.5762 0.0253 3.1224
H33 3.0241 2.8635 0.2261
N13 7.8897 1.0531 -3.5730
C33 6.7470 0.5244 -4.1707
O5 6.7670 0.2735 -5.3760
C34 5.5899 0.3584 -3.3103
C35 4.4405 -0.3170 -3.7784
C36 3.3715 -0.5242 -2.9364
N14 3.3350 -0.0835 -1.6732
C37 4.4051 0.5854 -1.2357
C38 5.5361 0.8213 -1.9778
H34 8.7276 0.9613 -4.1260
H35 8.0124 0.9147 -2.5851
H36 4.4257 -0.6782 -4.7959
H37 2.5012 -1.0829 -3.2503
H38 4.3569 0.9409 -0.2165
H39 6.3546 1.3706 -1.5318

Atomic forces in eV per Å
Ba 1.33 4.06 5.88
O 0.13 0.50 -0.43
C -0.25 -2.01 -1.11
O 1.35 -1.12 -1.39
C -1.14 0.21 -1.43
O 0.33 -0.16 0.14
O -1.11 0.98 -2.64
N -0.24 0.52 -0.26
C -0.59 -1.42 0.60
N -0.49 0.06 0.08
C -0.67 -1.06 -0.21
C -0.02 0.30 0.06
S 0.05 0.28 0.33
C 0.70 -0.92 0.65
C 0.04 0.26 -0.07
S -0.32 0.47 -0.25
C 0.20 -1.30 0.71
N 0.23 0.14 -0.11
N 0.24 0.47 -0.18
H -0.35 0.09 0.12
H 0.09 0.02 -0.02
H 0.21 -0.16 0.01
H -0.18 -0.19 0.00
H -0.11 0.12 -0.06
H 0.26 0.19 0.21
C 0.01 -0.01 0.04
C -0.14 -1.13 0.67
S 0.08 0.63 -1.19
C -0.25 1.40 0.38
C 0.08 0.21 -0.06
S 0.30 -1.16 -1.10
H -0.05 0.02 0.09
H -0.02 0.05 0.23
H -0.18 0.00 0.14
H -0.07 0.10 0.21
H -0.01 -0.09 0.09
H -0.16 -0.13 0.07
C -0.15 0.02 -0.03
C 0.03 0.01 0.47
N 0.58 -0.31 0.27
C -0.46 0.26 -0.05
C -0.01 0.03 -0.48
N -0.03 -0.03 -0.12
C 0.40 0.62 0.34
N -0.82 -0.66 -0.10
N 0.33 -0.05 0.07
N -0.38 0.63 -0.14
C 1.26 -0.26 0.24
C 0.17 0.06 -0.02
C -0.59 -0.07 -0.06
C 0.51 0.58 0.00
C 0.20 -0.52 0.09
C -0.99 0.08 -0.13
H 0.17 -0.07 0.26
H -0.05 -0.11 0.09
H 0.23 0.07 0.10
H 0.02 -0.03 -0.23
H -0.17 0.08 -0.14
H 0.08 -0.24 0.08
H -0.08 0.01 -0.29
H -0.08 -0.05 -0.01
H -0.05 -0.03 0.00
H 0.07 -0.07 -0.02
H 0.16 0.00 0.03
C 0.16 0.33 0.21
N -0.37 -0.60 -0.09
C -0.18 -0.22 -0.47
C 0.20 -0.01 -0.48
N 0.39 -0.10 0.05
C -0.14 0.61 0.25
S -0.28 0.05 0.61
H -0.02 -0.03 -0.09
H 0.01 0.06 -0.06
H 0.05 0.03 0.01
H 0.09 -0.05 -0.15
H -0.01 -0.08 -0.11
H 0.09 0.25 -0.10
Br -0.03 0.05 -0.05
C 0.06 -0.01 0.11
C -0.10 -0.09 -0.09
C 0.14 0.21 -0.13
C 0.02 -0.17 0.41
N 0.19 -0.45 -0.60
C 0.17 0.35 0.13
H -0.04 0.05 0.02
H -0.06 -0.09 0.07
H -0.10 -0.12 0.14
H 0.13 0.09 -0.07
N -0.47 -0.39 -0.10
C 1.91 0.39 -1.63
O -0.37 0.13 1.07
C -2.14 -0.48 1.32
C 1.39 0.49 -0.17
C -0.35 0.02 0.63
N 0.30 -0.06 -0.32
C -0.41 -0.11 0.41
C 0.48 -0.25 -1.17
H -0.11 0.02 -0.05
H 0.01 0.06 0.04
H -0.01 -0.05 -0.04
H -0.08 -0.06 -0.06
H -0.09 0.04 0.09
H -0.07 0.06 0.04

=====

Density functional theory data (ωB97M-V with the def2-TZVPD basis set) for a structure of composition C38H39Cl2N8O4PtS3.

Calculated values
LUMO (alpha / beta): -8.3 / -11.3 eV
multiplicity: 5
charge: +3
strongest force on any atom: 3.63 eV/A

Positions of all 95 atoms, in Å:
Pt1 -0.4912 1.1197 -0.0667
Cl1 -4.7997 7.0771 0.4950
C1 -3.5874 5.9358 0.7394
C2 -3.5156 5.2401 1.9814
C3 -2.5533 4.3005 2.1604
Cl2 -2.4432 3.4634 3.6454
C4 -1.6499 3.8341 1.1141
O1 -0.8577 2.9276 1.3862
C5 -1.7981 4.5518 -0.1561
C6 -0.9402 4.2549 -1.2624
O2 -0.2377 3.2309 -1.4102
C7 -2.7987 5.5568 -0.3230
H1 -4.0626 5.4845 2.8399
H2 -0.9476 4.9406 -2.1170
H3 -2.9912 6.0005 -1.3165
O3 -0.7053 0.0036 -1.8330
S1 0.1065 0.0691 -3.1560
C8 -0.9866 0.7549 -4.3624
C9 -2.4660 0.4335 -4.1852
C10 -3.2718 1.7238 -3.8920
C11 -3.0312 2.1453 -2.4440
S2 -3.9045 1.3676 -0.9500
O4 -2.8302 1.2633 0.0546
C12 -4.3788 -0.1936 -1.5393
C13 -3.6390 -1.3729 -1.2538
C14 -4.0080 -2.5583 -1.8424
C15 -5.1393 -2.5792 -2.6420
C16 -5.9783 -1.4816 -2.8261
C17 -5.5867 -0.2591 -2.3060
C18 0.3190 -1.5857 -3.5460
C19 -0.7930 -2.4330 -3.5143
C20 -0.5937 -3.8154 -3.7508
C21 0.6856 -4.3213 -3.8824
C22 1.7561 -3.4430 -3.9054
C23 1.6188 -2.0479 -3.7684
H4 -0.5616 0.4492 -5.3393
H5 -0.8081 1.8546 -4.3048
H6 -2.6854 -0.1358 -3.3035
H7 -2.9220 -0.0231 -5.0341
H8 -4.3424 1.5953 -4.1425
H9 -2.9541 2.5890 -4.4648
H10 -3.2708 3.1752 -2.3095
H11 -1.9878 1.9541 -2.2242
H12 -2.6946 -1.2999 -0.7135
H13 -3.3995 -3.3970 -1.7427
H14 -5.4263 -3.5681 -3.0304
H15 -7.0006 -1.6219 -3.2615
H16 -6.2857 0.6504 -2.2788
H17 -1.7528 -2.0126 -3.2625
H18 -1.4603 -4.4699 -3.6790
H19 0.8910 -5.3585 -3.9746
H20 2.7788 -3.7941 -4.0689
H21 2.4140 -1.2829 -3.7726
C24 -0.7741 0.1430 3.2779
C25 -0.1759 -0.8214 2.3534
N1 -0.0941 -0.7134 1.0241
C26 0.4844 -1.9082 0.5170
C27 0.8264 -2.6368 1.5971
N2 0.4313 -1.9502 2.7202
C28 0.6622 -2.3116 4.1653
N3 1.9934 -1.9797 4.5399
N4 2.3323 -0.6896 4.7970
N5 3.5517 -0.6053 4.9167
C29 4.1637 -1.8275 4.7913
C30 5.4819 -2.2928 4.9086
C31 5.7400 -3.6555 4.7600
C32 4.6311 -4.4891 4.5587
C33 3.3516 -4.0793 4.4743
C34 3.1293 -2.7256 4.5751
H22 -1.1973 0.9629 2.6856
H23 -0.0528 0.6806 3.9304
H24 -1.5766 -0.2476 3.8959
H25 0.8040 -2.0074 -0.4781
H26 1.4364 -3.5252 1.6663
H27 0.5916 -3.3987 4.2497
H28 0.0299 -1.7067 4.7466
H29 6.2190 -1.5412 5.0802
H30 6.7035 -4.1104 4.8578
H31 4.8503 -5.5292 4.5580
H32 2.4923 -4.7891 4.3963
C35 6.2200 1.2935 2.1524
C36 4.8036 0.8127 2.2753
C37 3.8726 1.1444 1.1531
N6 2.5358 0.9538 1.1487
N7 1.9170 1.4055 0.0979
C38 2.7411 2.0066 -0.8026
N8 2.3207 2.5437 -1.9126
S3 4.3911 1.8942 -0.3504
H33 6.7347 1.0865 3.1058
H34 6.1727 2.3521 1.9667
H35 6.7797 0.8790 1.3742
H36 4.3332 1.1049 3.2129
H37 4.7807 -0.2986 2.3567
H38 1.3490 2.7473 -2.0343
H39 2.9814 2.9368 -2.5667

Atomic forces in eV per Å
Pt 0.34 0.43 0.70
Cl -0.01 0.22 0.07
C -1.30 -0.52 1.26
C 1.42 0.34 -1.06
C -0.23 -0.69 0.66
Cl -0.07 0.29 -0.10
C -0.27 0.57 -0.04
O 0.25 -0.15 -0.56
C -0.85 0.75 -0.01
C 0.34 -1.01 -1.01
O -0.52 0.72 0.66
C 2.06 -1.36 -1.10
H -1.19 0.59 0.75
H -0.10 0.31 0.14
H 0.39 -0.13 0.66
O -0.08 -0.36 -1.08
S 0.69 0.77 1.22
C -0.09 0.57 -0.87
C -0.78 1.63 0.15
C -0.60 -0.23 0.48
C -0.51 -1.00 0.23
S -1.45 1.30 -2.22
O 2.06 -0.33 1.54
C -0.55 -2.07 -0.69
C 0.37 1.81 -0.36
C -0.99 1.62 -0.57
C -0.65 -1.39 -0.16
C -0.75 -0.18 -0.02
C -0.06 1.47 1.54
C -0.24 -1.17 -0.39
C 0.88 -1.07 -0.40
C -1.00 1.12 0.98
C 0.20 1.13 -0.14
C 1.60 1.13 -0.31
C -0.85 -0.27 0.26
H -0.27 0.02 0.43
H -0.10 -0.67 0.05
H 0.32 -0.84 0.18
H 0.11 -0.63 -0.68
H 0.48 -0.07 0.28
H 0.19 -0.01 -0.49
H -0.09 0.86 0.17
H 0.05 0.12 0.26
H -0.34 0.05 0.14
H 0.72 -1.43 0.32
H -0.04 0.64 -0.03
H 1.27 0.26 0.16
H 1.14 -1.43 -0.41
H -0.20 -0.25 -0.12
H 0.23 0.03 -0.22
H -0.08 -0.76 -0.12
H -0.43 -0.21 0.12
H -0.10 -0.94 -0.14
C -0.05 1.87 0.17
C 0.65 0.01 -1.15
N -0.65 -0.38 -0.29
C -0.16 1.98 1.97
C 0.72 -0.62 0.25
N -0.27 -0.73 1.31
C 1.56 -0.75 -1.97
N 0.33 0.08 0.45
N -2.57 0.11 -0.76
N 3.16 1.67 0.65
C -0.61 -1.17 0.00
C 0.19 -0.07 -0.33
C -1.27 1.64 0.16
C 1.30 -0.91 0.29
C -2.15 -0.91 -0.26
C -0.12 -0.25 -0.37
H -0.15 -0.30 0.04
H -0.10 -0.75 -0.27
H -0.02 -0.29 0.02
H -0.10 -0.21 -1.10
H -0.26 -0.09 0.02
H -0.63 0.29 0.26
H -1.20 0.22 0.76
H 0.76 0.12 0.25
H 0.43 0.17 0.02
H -0.05 -0.81 -0.19
H 0.98 0.51 -0.01
C -0.56 0.80 1.47
C -0.87 -1.25 -0.74
C 0.24 0.43 -0.56
N -0.06 -0.06 0.21
N -0.50 -0.09 0.51
C 0.57 -0.32 -0.12
N 1.03 -0.04 0.15
S 0.63 -0.12 0.76
H -0.13 0.29 -0.49
H 0.40 0.69 0.26
H 0.75 -1.01 -1.28
H -0.23 0.21 0.14
H -0.14 0.29 -0.09
H -1.17 0.14 -0.11
H 0.07 0.05 -0.09